The following is a DFT calculation (the ωB97M-V functional and the def2-TZVPD basis) of 3 unconnected molecules or ions with the total composition C24H24BrNO8S.

XYZ file:
```
59
Properties=species:S:1:pos:R:3
C 2.43 0.99 -0.21
C -2.94 -5.88 0.61
H 4.64 4.84 -1.56
H -1.90 1.30 -2.20
O 2.55 1.04 0.98
O -6.25 -5.51 -0.34
H 5.18 3.81 -3.78
C -2.14 -1.02 -0.38
O 3.55 3.58 5.30
C -0.77 -0.87 -0.99
C 1.42 0.11 -0.87
O -4.57 -4.00 -0.29
C 3.11 -0.18 -2.64
C 1.76 -0.48 -2.10
H 2.64 1.14 4.77
H -6.76 -4.10 -1.78
C -7.12 -4.48 -0.83
C -2.92 0.30 -0.56
H 3.16 6.16 5.70
C 4.27 1.95 -3.33
H -1.14 -2.08 -2.72
O 1.53 2.89 4.56
H -7.19 -3.67 -0.11
C -2.85 0.83 -1.98
H 1.39 1.15 3.51
H 2.90 5.27 7.22
H -2.42 -5.55 -0.29
H -3.06 0.07 -2.72
N 1.15 -1.89 -4.01
H -2.85 -5.12 1.39
C 0.83 -1.29 -2.75
H 4.51 1.49 -4.27
H 2.90 2.02 3.24
H -3.97 0.17 -0.29
C 2.36 3.72 5.18
H -8.09 -4.94 -0.96
C -5.00 -5.11 -0.12
H -2.50 -6.81 0.97
C 4.34 3.83 -1.79
S 2.32 -4.39 -4.01
O 3.81 -0.99 -3.19
O -4.31 -6.16 0.33
O 1.65 4.74 5.66
C 3.55 1.22 -2.39
C 2.17 1.73 3.99
H 3.37 3.48 0.12
H 1.72 6.48 6.69
C 3.23 1.80 -1.16
C -0.43 -1.47 -2.19
C 3.63 3.09 -0.85
C 2.42 5.72 6.36
H -2.02 -1.16 0.68
Br -4.21 2.21 -2.27
H -0.06 0.37 0.63
C 1.64 -3.00 -4.01
C 0.17 -0.09 -0.31
H -2.50 1.06 0.08
C 4.65 3.26 -3.03
H -2.68 -1.85 -0.83
```

Net charge: 0
F_max (eV/Å): 0.9
LUMO level (eV): -0.80